Formula: C5H12N2O2V
Source: the OMol25 dataset
Level of theory: ωB97M-V/def2-TZVPD

## Properties
Net charge: +2
2S+1: 2
HOMO (spin up / spin down) (eV): -18.498 / -18.120
LUMO (spin up / spin down) (eV): -12.21 / -11.84
Total energy (eV): -38113.7206
Expectation value of S²: 0.928

CARTESIAN COORDINATES (ANGSTROEM)
V (-1.4774, -0.4794, -0.9063)
C (-0.2313, 1.0058, -3.4361)
H (0.0014, 0.7025, -2.1935)
H (0.2673, 0.2740, -4.1661)
H (-0.0683, 2.1619, -3.5621)
H (-1.1688, 0.9718, -3.8219)
H (-2.7281, -0.2024, -1.7303)
C (0.1144, 0.7528, 2.5525)
C (-0.1625, 0.1024, 1.2383)
N (-0.8169, 0.8535, 0.3501)
O (-0.8779, 2.2609, 0.8831)
C (0.4956, -1.1340, 0.8605)
C (1.4684, -1.9613, 1.5467)
N (0.2074, -1.6244, -0.3914)
O (0.7750, -2.6164, -1.0370)
H (-0.6997, 1.4834, 2.7335)
H (1.1350, 1.2139, 2.5313)
H (0.0801, -0.0727, 3.2816)
H (-1.3331, 2.7240, 0.2023)
H (1.1217, -3.0080, 1.5126)
H (2.4291, -1.8768, 1.0107)
H (1.4684, -1.5315, 2.5417)

Cartesian forces, eV/Å:
2.662 1.923 2.127
3.119 0.599 1.386
-0.824 0.519 -2.948
0.277 1.331 1.578
0.710 -2.349 0.548
-3.676 -0.580 -0.099
-0.749 -0.448 -1.149
-0.251 -0.871 0.421
1.983 0.228 0.585
-0.767 1.931 -0.013
0.325 -4.267 -0.965
-0.659 -0.695 -2.113
-0.275 0.420 1.270
-0.280 -2.526 -4.539
-2.061 4.337 3.588
0.964 -0.516 0.379
-0.835 -0.197 0.129
0.227 0.564 0.150
-0.942 1.064 -1.350
0.336 0.284 0.218
-0.163 -0.063 0.333
0.880 -0.691 0.464